1.
# C2Cl2O

A 2-piece molecular cluster, C2Cl2O overall at a distorted geometry (ωB97M-V/def2-TZVPD, OMol25).

The geometry in XYZ format:
```
5
Properties=species:S:1:pos:R:3:forces:R:3
C 2.06944 0.99419 0.44654 -0.05 0.16 0.74
C -1.14645 -0.62799 0.56787 0.77 0.35 1.26
O 2.19852 0.78102 -0.64455 0.08 -0.16 -0.73
Cl -1.43317 0.87610 -0.18321 -0.39 -0.57 -0.53
Cl -1.68834 -2.02333 -0.18664 -0.41 0.22 -0.75
```
Forces are in eV/Å.

Its HOMO energy is -9.34 eV. The calculation puts the largest force on an atom at 1.52 eV/A. Its total energy is -29162.954 eV. As for the frontier orbital gap: 8.3 eV. As for the total charge: 0. The value obtained for the energy relative to the best compared isomer or geometry (same formula, charge and spin) is 36.48 kcal per mole. As for the spin multiplicity: 1.

---

2.
# C5H10N2

A 2-piece molecular cluster, C5H10N2 overall at a distorted geometry (ωB97M-V/def2-TZVPD, OMol25).

The geometry in XYZ format:
```
17
Properties=species:S:1:pos:R:3:forces:R:3
H 1.11125 1.00527 1.32359 0.38 -0.35 -0.05
N 1.14803 1.35063 0.36467 -1.03 0.25 -0.11
C 0.92972 0.45714 -0.50655 2.55 -0.62 -0.03
C 1.13160 -1.06704 -0.38801 -1.03 0.74 -0.02
C 1.01727 -1.58619 1.02106 -1.81 0.50 0.56
H 0.94602 0.80525 -1.54134 -0.36 0.06 -0.16
H 0.35061 -1.52020 -1.00575 0.14 -0.16 -0.12
H 2.09545 -1.29620 -0.84791 -0.01 0.11 -0.12
H -0.01667 -1.21593 1.39964 2.21 -0.75 -0.14
H 1.83935 -1.24589 1.64548 -0.05 0.05 0.20
H 0.96911 -2.67049 1.05070 0.20 -0.15 -0.05
C -2.00162 1.48845 -0.77043 0.44 0.36 -0.69
C -1.59125 0.48325 0.18488 -1.62 -0.94 2.19
N -1.62802 -0.22060 1.10944 0.00 0.91 -1.43
H -2.03383 1.05899 -1.77101 0.00 0.09 -0.05
H -2.98888 1.86989 -0.51299 0.05 -0.12 0.09
H -1.27816 2.30368 -0.75546 -0.04 0.01 -0.08
```
Forces are in eV/Å.

Its HOMO energy is -9.74 eV. Its SMILES is [H]/N=C\CC.CC#N. The calculation puts the largest force on an atom at 2.88 eV/A. Its total energy is -8325.887 eV. As for the frontier orbital gap: 10.6 eV. As for the total charge: 0. The value obtained for the energy relative to the best compared isomer or geometry (same formula, charge and spin) is 33.35 kcal per mole. As for the spin multiplicity: 1.

---

3.
# C20H45N2

A 3-piece molecular cluster, C20H45N2 overall (ωB97M-V/def2-TZVPD, OMol25).

The geometry in XYZ format:
```
67
Properties=species:S:1:pos:R:3:forces:R:3
C -2.06551 2.25073 -3.46948 0.22 -0.14 0.14
C -0.93361 1.77105 -4.33004 -0.46 0.04 -0.45
C 0.10122 2.80779 -4.69102 0.02 0.01 0.16
N -0.94762 0.55311 -4.70874 0.48 0.03 0.74
C 0.25464 -0.04627 -5.26566 -0.56 -0.42 -0.71
C -0.11650 -1.43744 -5.78720 0.39 -0.09 0.54
C 1.12215 -2.24326 -6.23064 -0.23 0.23 -0.32
C 2.45223 -1.59634 -5.86370 0.10 -0.78 -0.40
N 2.46151 -1.00226 -4.48213 0.12 0.19 -0.19
C 1.21255 -0.22471 -4.09812 0.02 0.21 -0.15
H -1.62128 2.75869 -2.60970 -0.12 0.15 0.00
H -2.63216 1.40205 -3.09732 -0.12 0.02 -0.12
H -2.71948 2.95758 -3.98002 0.06 0.02 -0.07
H 0.90738 2.82749 -3.95337 0.03 0.04 0.00
H -0.35450 3.79524 -4.66735 -0.01 0.03 -0.02
H 0.52909 2.65360 -5.67914 0.05 -0.08 -0.02
H 0.68988 0.51873 -6.09974 0.17 0.25 0.22
H -0.85476 -1.36118 -6.57853 -0.05 0.01 -0.03
H -0.57676 -1.94366 -4.93672 -0.25 -0.03 -0.13
H 1.12767 -2.32289 -7.31799 0.09 -0.07 -0.01
H 1.07693 -3.26765 -5.86404 0.01 0.03 0.13
H 3.22793 -2.36167 -5.88059 0.12 0.12 0.08
H 2.75338 -0.84608 -6.58930 -0.15 0.33 0.24
H 3.25975 -0.37416 -4.41773 0.09 -0.03 0.03
H 2.64352 -1.74623 -3.81201 -0.14 -0.02 0.12
H 1.53831 0.73974 -3.71991 0.05 -0.10 0.19
H 0.69728 -0.78717 -3.32285 0.01 0.06 0.10
C -0.93716 1.16530 -0.21464 0.02 -0.02 0.07
C -0.13127 0.40901 0.83531 0.05 0.05 -0.10
C 0.39225 -0.93637 0.33684 0.01 -0.06 0.04
C -0.69115 -1.94319 -0.05690 -0.04 0.03 -0.10
C -1.68984 -2.27194 1.05215 0.05 -0.07 0.04
C -1.04640 -2.91477 2.27734 -0.06 0.05 -0.03
H -1.82154 0.60786 -0.52684 0.00 0.00 -0.02
H -1.27549 2.12914 0.16716 0.02 0.02 -0.03
H -0.32246 1.34950 -1.10227 -0.03 0.00 -0.03
H -0.73601 0.26726 1.73376 0.01 -0.03 0.01
H 0.72105 1.02220 1.13880 -0.01 0.00 0.05
H 1.03283 -1.37310 1.10692 0.01 -0.01 -0.01
H 1.04491 -0.76454 -0.53143 -0.01 0.03 0.02
H -0.20673 -2.87004 -0.38410 0.00 -0.01 0.04
H -1.24216 -1.57170 -0.92802 0.01 0.02 0.01
H -2.44458 -2.95014 0.64786 -0.02 0.01 0.00
H -2.22655 -1.36847 1.35336 0.00 0.02 -0.03
H -0.54515 -3.84700 2.00886 0.03 0.00 0.01
H -1.79821 -3.14556 3.03201 0.01 -0.02 0.01
H -0.31029 -2.25633 2.74124 0.00 0.00 0.01
C -1.68210 -0.76863 6.30451 -0.04 0.08 -0.03
C -1.28494 0.25859 5.24857 0.00 -0.12 0.01
C 0.19870 0.21348 4.88659 0.02 0.06 -0.09
C 1.15724 0.52653 6.03627 -0.01 -0.04 0.07
C 0.94463 1.88795 6.69664 0.05 0.04 -0.07
C 1.15529 3.06290 5.74587 -0.04 -0.02 0.07
H -1.15129 -0.60717 7.24328 0.01 -0.01 0.01
H -2.74968 -0.71265 6.51938 0.00 -0.03 0.00
H -1.46042 -1.78180 5.96195 0.02 -0.01 0.02
H -1.55930 1.26026 5.58920 0.02 0.02 -0.02
H -1.86920 0.07607 4.34103 -0.01 0.03 0.00
H 0.38121 0.90982 4.06173 0.02 0.00 0.01
H 0.43799 -0.78213 4.49687 -0.01 -0.01 0.01
H 2.18383 0.47121 5.66003 0.00 0.02 -0.01
H 1.08051 -0.25284 6.79891 -0.02 -0.01 -0.01
H 1.64062 1.97933 7.53364 -0.01 0.00 0.02
H -0.05735 1.94409 7.12991 -0.01 -0.02 0.01
H 2.16882 3.05419 5.33877 -0.01 0.00 -0.03
H 1.01147 4.01192 6.26305 0.02 0.01 -0.02
H 0.45469 3.03691 4.90943 0.00 0.00 -0.01
```
Forces are in eV/Å.

Its HOMO energy is -12.36 eV. The calculation puts the largest force on an atom at 1.00 eV/A. Its total energy is -24444.140 eV. As for the frontier orbital gap: 9.1 eV. As for the total charge: +1. The value obtained for the energy relative to the best compared isomer or geometry (same formula, charge and spin) is 0.00 kcal per mole. As for the spin multiplicity: 1.